[1]
ORCA calculation (the ωB97M-V functional and the def2-TZVPD basis) on 6 unconnected molecules or ions with the total composition H12O6.

Atoms and positions in Å:
1 H -0.247 -2.419 -0.551
2 O 0.720 1.321 2.577
3 H 0.394 -0.037 1.110
4 H -0.654 2.133 -1.468
5 H 0.196 -0.082 -0.414
6 H 1.878 -0.157 -3.628
7 H -1.555 -0.734 3.469
8 H 1.269 1.408 3.364
9 O -0.664 -2.955 -1.237
10 H -0.775 0.560 3.186
11 O -1.659 0.218 3.391
12 H -1.432 0.872 -1.845
13 H -0.016 -3.631 -1.451
14 O -0.539 1.235 -1.792
15 H 0.572 0.483 -3.147
16 O 1.166 0.422 -3.910
17 H 1.037 2.007 1.981
18 O 0.306 -0.644 0.365

As for the SMILES: O.O.O.O.O.O. Its HOMO-LUMO gap is 10.8 eV. The HOMO energy is -0.402 hartree. As for the spin multiplicity: 1. As for the total energy: -458.630766 Eh. The value obtained for the strongest force on any atom is 0.5 eV Å⁻¹. Its LUMO energy is -0.12 eV.

***

[2]
ORCA calculation (the ωB97M-V functional and the def2-TZVPD basis) on 6 unconnected molecules or ions with the total composition H12O6.

Atoms and positions in Å:
1 H 25.504 -9.762 9.540
2 H 23.426 -8.019 13.387
3 O 23.427 -7.043 10.082
4 H 24.989 -7.449 15.004
5 H 23.908 -6.813 9.282
6 O 25.585 -7.807 11.337
7 H 24.147 -9.363 13.625
8 H 26.879 -6.395 11.615
9 O 27.167 -5.461 11.706
10 H 27.996 -5.609 11.242
11 H 25.904 -8.682 11.090
12 H 24.902 -10.463 10.725
13 O 24.302 -8.394 13.626
14 O 25.734 -10.275 10.328
15 H 25.167 -7.968 12.200
16 H 24.162 -7.470 10.533
17 H 25.593 -6.042 15.036
18 O 25.017 -6.628 15.505

As for the SMILES: O.O.O.O.O.O. Its HOMO-LUMO gap is 10.7 eV. The HOMO energy is -0.403 hartree. As for the spin multiplicity: 1. As for the total energy: -458.619882 Eh. The value obtained for the strongest force on any atom is 1.7 eV Å⁻¹. Its LUMO energy is -0.27 eV.

***

[3]
ORCA calculation (the ωB97M-V functional and the def2-TZVPD basis) on 6 unconnected molecules or ions with the total composition H12O6.

Atoms and positions in Å:
1 O 0.017 2.534 0.700
2 O 2.197 1.170 0.092
3 O -2.426 -1.197 0.151
4 H -0.152 2.161 1.594
5 O 2.067 -1.438 -0.778
6 O -1.912 1.292 -0.863
7 H 1.989 0.237 -0.369
8 H 2.836 1.586 -0.617
9 H 0.175 -2.691 1.604
10 O 0.020 -2.287 0.611
11 H 0.897 2.091 0.398
12 H 2.857 -1.863 -0.340
13 H -2.516 2.066 -0.677
14 H -3.026 -1.867 -0.436
15 H -0.917 -1.904 0.532
16 H -1.069 1.625 -0.440
17 H -2.120 -0.377 -0.463
18 H 1.342 -1.646 -0.100

As for the SMILES: O.O.O.O.O.O. Its HOMO-LUMO gap is 11.6 eV. The HOMO energy is -0.408 hartree. As for the spin multiplicity: 1. As for the total energy: -458.618591 Eh. The value obtained for the strongest force on any atom is 4.4 eV Å⁻¹. Its LUMO energy is 0.53 eV.

***

[4]
ORCA calculation (the ωB97M-V functional and the def2-TZVPD basis) on a molecular structure, H13LiO7.

Atoms and positions in Å:
1 H 7.068 11.769 40.932
2 H 8.244 12.216 38.546
3 H 9.576 12.139 43.504
4 H 7.031 13.409 40.034
5 O 9.624 11.643 42.714
6 O 6.560 14.222 39.800
7 H 9.634 9.249 40.223
8 H 9.034 10.933 43.075
9 O 8.407 12.207 37.581
10 O 8.676 9.360 40.370
11 H 5.815 13.968 39.338
12 H 11.913 11.322 40.473
13 H 9.185 12.649 37.647
14 O 7.825 11.931 40.203
15 H 9.810 14.993 39.931
16 H 11.305 11.422 39.106
17 H 8.425 10.494 40.256
18 O 10.224 14.408 40.578
19 H 10.415 15.163 41.192
20 Li 9.581 12.390 40.770
21 O 11.092 11.112 40.044

Its HOMO-LUMO gap is 8.6 eV. The HOMO energy is -0.339 hartree. As for the spin multiplicity: 1. As for the total energy: -542.028510 Eh. The value obtained for the strongest force on any atom is 4.7 eV Å⁻¹. Its LUMO energy is -0.58 eV.

***

- Which value of spin multiplicity does entry 1 give?
  1

***

- Number 3 is which compound?
  H12O6

***

- Number 3 is which compound?
  H12O6

***

- Look up the strongest force on any atom of the third one.
  4.4 eV Å⁻¹